Below is 3 unconnected molecules or ions with the total composition C8H26NO7P2 at a distorted geometry, with properties calculated with ωB97M-V with the def2-TZVPD basis set.

The geometry in XYZ format:
```
44
Properties=species:S:1:pos:R:3:nbo_charge:R:1
H 0.44561 -1.85094 3.19552 0.4622
H -4.84510 -1.93718 -3.10831 0.2131
H -1.12752 5.07377 -1.36829 -0.1458
H -3.93575 -2.74702 -4.39661 0.2015
H 2.91476 -4.39501 2.59649 0.2046
O 0.90739 4.80179 -0.32399 -0.7883
H -0.38712 3.53263 0.92867 -0.1881
C 2.24407 -3.55170 2.42417 -0.6325
O -0.28341 2.91990 -1.31793 -0.8173
H -1.06977 5.34553 1.66320 0.4526
C 1.73881 3.72313 -0.45902 0.3587
H -4.14521 -0.98788 -4.41597 0.1970
H -1.20485 0.67157 -0.80838 0.5164
N 1.96256 0.11936 0.52989 -1.1666
P -0.78007 4.26363 -0.25878 1.3818
O -0.40108 0.14439 -0.66849 -1.0022
H -1.56978 -0.68252 -4.50528 0.1982
H 2.59579 -3.00096 1.55175 0.2245
C 2.17730 -2.63879 3.64009 0.0948
H -0.58434 -1.43122 -3.25484 0.2377
H -2.90424 0.24089 -2.67822 0.4634
H 2.45590 2.68757 1.04558 0.4518
C -1.48215 -1.55924 -3.85817 -0.6343
C -3.98250 -1.85449 -3.76981 -0.6283
H 2.26096 0.44242 1.44270 0.3688
C 0.97103 2.47257 -0.94214 -0.2605
H 1.65239 -2.72032 5.73346 0.2174
C 1.69265 -3.38788 4.87304 -0.6290
C -2.70475 -1.67741 -2.96078 0.0993
H 2.38225 3.98118 -1.30086 0.1163
H -2.57987 -2.52769 -2.28898 0.1696
H 1.57784 2.07896 -1.75405 0.1789
H -2.08904 3.64464 -0.17960 -0.1946
P 0.54064 1.11628 0.26725 1.1328
H 2.34855 -4.22663 5.11195 0.2042
O -2.80145 -0.53798 -2.11890 -0.7161
H -1.36388 -2.44332 -4.48852 0.1967
O 2.63324 3.53669 0.62474 -0.7326
H 3.16532 -2.22020 3.83398 0.1738
H 0.68355 -3.77537 4.70931 0.1961
O 1.33359 -1.52216 3.37531 -0.7144
H 1.25086 -3.94361 2.18853 0.1973
O -1.25952 5.61496 0.75000 -1.0321
H 1.56635 -0.79233 0.74031 0.3731
```

Values from the calculation:
- 2S+1 = 1
- charge = -1
- highest occupied orbital energy (eV) = -4.012
- LUMO energy (eV) = 2.6
- orbital gap (eV) = 6.6

---

Below is 8 unconnected molecules or ions with the total composition C8H26O7 at a distorted geometry, with properties calculated with ωB97M-V with the def2-TZVPD basis set.

The geometry in XYZ format:
```
41
Properties=species:S:1:pos:R:3:nbo_charge:R:1
H -1.01987 4.03951 3.14314 0.4669
H 2.13483 1.54269 -0.50425 0.4488
H -1.83940 0.69137 2.28336 0.2388
H -1.53108 -0.70674 -3.87909 0.4707
C -1.29379 -0.17731 1.89787 -0.1229
H 3.52941 1.24313 -0.67792 0.4762
O 3.59191 -0.79540 1.86020 -0.9573
H -0.40344 2.82581 2.88344 0.4620
H -2.82968 -1.46521 -1.08120 0.2646
H 1.81443 -2.23051 1.74782 0.4470
C -3.93054 0.26495 -0.77174 -0.2359
H 0.13149 -2.23549 1.27195 0.2348
C -0.10976 -1.59897 0.38970 -0.4930
H -1.93945 1.85966 -1.76011 0.2448
H 3.74243 -1.74141 1.70788 0.5017
H 1.60302 -2.39595 -0.73234 0.2681
H -0.24171 1.92677 -0.88447 0.1976
H 0.15612 1.83781 0.79376 0.4616
O 0.71219 0.49416 -3.43242 -0.9604
H -4.26130 1.36470 -0.39472 0.2487
C -2.81127 -0.45046 -0.84124 -0.1697
H -4.89370 -0.19501 -1.08239 0.2258
H 1.55080 -3.48524 2.45924 0.4810
H 0.98311 -1.04494 -1.50171 0.2543
O -1.30630 -1.35119 -3.24306 -0.9487
H -0.53556 -0.86288 -2.89388 0.4789
C -1.57277 0.29630 -0.50919 -0.1012
H -0.82749 -2.29026 -0.09512 0.2721
C 1.16369 -1.41938 -0.41460 -0.6785
H 0.84728 1.05926 -2.64766 0.4851
H 1.92410 -1.01214 0.30129 0.2215
O 2.66373 1.37223 -1.15111 -0.9225
H 1.07089 0.86072 1.51453 0.4818
O 2.03965 -3.05054 1.78495 -0.9136
O 0.87471 1.76392 1.35245 -0.9082
H -0.87612 -0.86795 2.64810 0.2228
O -1.07324 3.16645 3.47988 -0.9287
H 3.94009 -0.28723 1.16493 0.4682
C -1.13768 1.36890 -1.18684 -0.3228
C -0.89603 -0.28635 0.62014 0.1452
H 1.27862 0.78649 -4.09613 0.4944
```

Values from the calculation:
- energy relative to the best compared isomer or geometry (same formula, charge and spin) (kcal/mol) = 82.1
- 2S+1 = 2
- charge = +1
- highest occupied orbital energy (spin up / spin down) (eV) = -14.042 / -13.883
- LUMO energy (spin up / spin down) (eV) = -4.1 / -8.6
- orbital gap (spin up / spin down) (eV) = 10.0 / 5.3

---

Below is a molecular structure, C8H27AsF6O5 at a distorted geometry, with properties calculated with ωB97M-V with the def2-TZVPD basis set.

The geometry in XYZ format:
```
47
Properties=species:S:1:pos:R:3:nbo_charge:R:1
H 8.72859 -15.84232 -12.70896 0.2167
As 6.19657 -17.35247 -21.68865 2.7578
H 1.94787 -15.63602 -16.21224 0.2127
H 3.05609 -14.45660 -15.35809 0.2452
C 2.84139 -16.94953 -19.23343 -0.3285
H 6.43125 -16.28998 -16.60005 0.5666
H 3.98411 -15.77708 -20.14635 0.5457
H 5.56218 -13.35204 -18.64124 0.4970
H 8.89771 -15.48856 -17.07299 0.2051
H 8.69614 -17.15777 -16.48231 0.2155
H 3.45264 -15.02292 -16.84328 0.2001
O 7.23644 -15.58172 -14.95547 -0.7679
H 8.16864 -12.87000 -18.24061 0.1896
F 7.18628 -18.81126 -21.98031 -0.5837
H 8.16665 -14.25929 -19.34749 0.2190
F 4.68018 -18.32627 -21.42398 -0.6345
C 8.60821 -15.54509 -14.94291 0.0966
C 7.56989 -13.43647 -18.95385 -0.2616
H 8.95287 -14.51286 -14.88123 0.1736
H 2.20114 -17.23478 -20.06818 0.3253
H 6.91644 -14.86064 -14.40845 0.4911
F 7.67478 -16.20188 -21.89514 -0.6084
F 5.19234 -15.83092 -21.46379 -0.6549
F 6.70924 -17.37894 -19.95407 -0.6399
C 2.96958 -15.37850 -15.93316 -0.6457
C 3.65990 -16.52445 -15.28371 0.0819
H 8.55116 -17.32769 -13.52751 0.2199
C 8.98425 -16.33461 -13.64725 -0.6463
H 3.46205 -18.00382 -13.56600 0.2446
H 3.38544 -18.11612 -16.40437 0.4826
H 10.17772 -16.41155 -16.17185 0.2432
C 9.11656 -16.17761 -16.25726 -0.6406
H 2.39837 -16.62680 -13.47451 0.2415
H 4.59888 -16.26920 -14.79251 0.1898
H 2.23936 -17.10462 -18.33810 0.2367
H 2.12885 -17.75601 -14.78998 0.1901
O 4.06760 -17.44359 -16.34142 -0.7886
F 5.76435 -17.36244 -23.46067 -0.5858
H 7.36324 -12.65360 -19.68358 0.1993
H 3.62653 -17.70344 -19.29060 0.3434
O 6.26545 -13.99941 -18.55222 -0.7945
O 3.53735 -15.72468 -19.29825 -0.1792
O 6.21809 -16.44377 -17.52336 -0.7704
H 5.42363 -16.97624 -17.60652 0.5518
H 10.05380 -16.54433 -13.63397 0.2203
H 6.10552 -15.61959 -18.00258 0.5562
C 2.90091 -17.29449 -14.17433 -0.6278
```

Values from the calculation:
- 2S+1 = 2
- charge = +1
- highest occupied orbital energy (spin up / spin down) (eV) = -13.779 / -13.779
- LUMO energy (spin up / spin down) (eV) = -3.2 / -10.1
- orbital gap (spin up / spin down) (eV) = 10.6 / 3.7

---

Below is 6 unconnected molecules or ions with the total composition C8H27BrN9O5 at a distorted geometry, with properties calculated with ωB97M-V with the def2-TZVPD basis set.

The geometry in XYZ format:
```
50
Properties=species:S:1:pos:R:3:nbo_charge:R:1
H -4.52711 0.55829 -3.57015 0.4028
C 3.10370 -1.12832 2.91499 -0.0755
H 2.53557 -0.21582 -0.51877 0.2163
H 3.61961 0.60849 0.44702 0.2365
C 3.46668 -2.25825 4.92457 -0.2532
N -3.04590 3.09282 -3.09565 -0.8208
H -1.40213 -1.85893 1.33501 0.3650
C 2.70318 0.02438 0.53113 -0.6628
H 2.12929 -3.26360 -2.79438 0.4159
H -1.73156 5.63974 0.72886 0.4158
N -1.48947 2.81698 -0.31738 -0.8373
H -1.64082 -2.48209 2.95672 0.4146
N 2.15943 -0.10927 -3.20068 -0.8499
H -2.96580 4.09537 -3.18827 0.4035
H -2.93418 4.40667 0.34798 0.3740
C -3.24189 -2.19369 1.74327 0.7369
Br -0.73290 -0.36588 -1.42915 -0.0176
H -2.25321 2.67698 -2.62787 0.3790
H 3.38865 -3.18843 5.48740 0.1962
H 0.83637 -1.14648 0.73069 0.3287
N -1.97493 4.68897 0.49032 -0.8112
N -3.85322 1.25017 -3.27476 -0.8085
H -0.87505 2.05239 -0.55818 0.3952
O 0.01873 4.01012 0.71490 -0.6448
H -2.99394 0.88155 -2.89285 0.3758
H 1.32146 -0.05780 -2.63920 0.3631
C -1.07807 3.80504 0.40472 0.7301
N 2.01138 -2.27216 -2.64193 -0.8313
H 3.29920 -1.91247 0.92488 0.1834
H 2.04942 0.84542 0.82538 0.2118
H 3.05446 -1.42745 5.49724 0.1723
H -2.47456 -1.55502 -0.00033 0.3720
H -2.48292 2.86628 -0.49269 0.3856
N 1.22763 -1.78161 1.41159 -0.8055
C 2.61292 -1.25395 1.45731 -0.0638
H 1.30988 -2.64652 0.89656 0.3609
H -4.13808 -2.29282 0.09735 0.4108
C 2.53041 -1.38103 -3.44814 0.7513
O 3.03373 -2.42407 3.57686 -0.5312
H 2.41548 -0.39248 3.33091 0.1749
O 3.27202 -1.63698 -4.37733 -0.6433
N -3.28457 -1.91535 0.48355 -0.8535
H 4.52837 -2.01485 4.88370 0.1616
O -5.05192 3.02644 -4.06993 -0.6684
O -4.17651 -2.51365 2.41878 -0.6588
N -2.01809 -2.14749 2.08162 -0.7985
C -4.08660 2.47898 -3.50404 0.7345
H 4.10968 -0.71825 2.82592 0.1749
H 1.15658 -1.97928 -2.19066 0.3690
H 2.55976 0.70900 -3.63687 0.4230
```

Values from the calculation:
- energy relative to the best compared isomer or geometry (same formula, charge and spin) (kcal/mol) = 13.5
- 2S+1 = 2
- highest occupied orbital energy (spin up / spin down) (eV) = -10.012 / -9.992
- LUMO energy (spin up / spin down) (eV) = -0.3 / -6.2
- orbital gap (spin up / spin down) (eV) = 9.7 / 3.8

---

Number 1: electronic energy -1584.58157 Eh. Number 2: electronic energy -846.57115 Eh. Number 3: electronic energy -3531.80813 Eh. Number 4: electronic energy -3763.95818 Eh.